No. 1
# C5H33N2O9

A 10-piece molecular cluster, C5H33N2O9 overall (ωB97M-V/def2-TZVPD, OMol25).

Last column: natural (NBO) charge in e.
Atoms and positions in Å:
C  1.1242  0.0127  -2.5947  -0.2941
N  0.9777  -1.4723  -2.3520  -0.6748
C  2.0554  -2.2832  -2.9171  -0.4245
C  1.1256  0.6592  -1.2144  -0.2432
N  -0.0066  0.1213  -0.3779  -0.5421
C  -1.2038  0.9957  -0.3277  -0.2399
C  -1.0131  1.8467  0.9398  -0.6836
H  0.2954  0.4216  -3.2090  0.2375
H  1.9938  0.1928  -3.2137  0.2217
H  0.0168  -1.6202  -2.6298  0.3700
H  2.9601  -2.1639  -2.3034  0.1977
H  2.3435  -2.0123  -3.9557  0.1958
H  1.8449  -3.2856  -2.5821  0.2293
H  1.1812  1.7608  -1.1593  0.2353
H  2.2173  0.3923  -0.7908  0.2442
H  0.3575  -0.0187  0.5836  0.4835
H  -0.1966  -0.7767  -0.8503  0.4583
H  -2.2597  0.6080  -0.4721  0.2328
H  -1.1242  1.7187  -1.1380  0.2227
H  -1.7593  2.6209  1.1357  0.2617
H  -0.8136  1.4894  1.9388  0.2316
H  -0.1804  2.5205  0.6572  0.2451
H  -1.1893  1.3342  -4.9578  0.4828
H  -0.8557  -0.1093  -5.1987  0.4771
O  -1.2719  0.4487  -4.5298  -0.9434
H  -2.7500  -2.7532  2.6532  0.4767
H  -1.6266  -3.4660  2.0738  0.4892
O  -1.8418  -2.9803  2.8937  -0.9868
H  2.8683  0.6496  3.0727  0.4956
H  3.5445  1.9393  3.5934  0.4750
O  2.7190  1.5783  3.2681  -0.9690
H  -0.9344  -0.6987  3.0530  0.4681
H  -0.1694  -1.8413  3.2637  0.5008
O  -0.1233  -1.0671  2.6887  -0.9681
H  -2.7266  -4.5977  -0.2965  0.4898
H  -3.1708  -3.6695  0.8359  0.4817
O  -2.3747  -4.0543  0.4163  -0.9651
H  3.6643  -1.4999  1.0406  0.4794
H  2.2770  -2.0351  1.4916  0.4826
O  2.8870  -1.2998  1.6055  -0.9585
H  -3.9550  -1.1313  1.2264  0.4796
H  -4.0294  -1.0972  2.7568  0.4877
O  -4.1483  -1.6740  1.9973  -0.9480
H  -0.6464  5.1481  0.1887  0.4731
H  -0.3713  4.2975  -0.8838  0.4639
O  -1.0970  4.4056  -0.2425  -0.9309
H  1.2668  4.6837  1.7747  0.4658
H  2.2546  3.5875  1.8590  0.4902
O  1.8640  4.1741  1.1889  -0.9544

E_tot = -27120.6095 eV
net charge = +1
energy above the lowest of the compared OMol25 structures with the same formula, charge and spin = 415.0 kJ/mol
gap between HOMO and LUMO = 10.22 eV

***

No. 2
# C6H9N3O2S

A 2-piece molecular cluster, C6H9N3O2S overall (ωB97M-V/def2-TZVPD, OMol25).

Last column: natural (NBO) charge in e.
Atoms and positions in Å:
C  -1.2853  -3.3557  -3.0706  0.4215
C  -1.0536  -4.1517  -0.8368  0.9552
C  -0.6847  1.0082  -0.1497  -0.4540
C  0.7343  1.4156  -0.1620  -0.2396
C  -0.9232  -0.0406  -1.2204  -0.5697
C  1.2088  -1.8818  1.0501  -0.2995
N  -1.0780  -4.0669  -2.0313  -0.5962
N  -1.6370  -2.7019  -3.9618  -0.3452
N  1.5890  0.4373  -0.7375  -0.8020
O  -0.9467  -4.4414  0.2760  -0.4404
O  0.5706  -2.0969  -0.1540  -0.7571
S  0.7952  -0.7954  -1.3385  1.2420
H  -0.7940  0.5011  0.9164  0.2137
H  -1.3415  1.9269  -0.2257  0.2453
H  0.8737  2.4197  -0.8511  0.1715
H  1.2128  1.6436  0.7816  0.2083
H  -1.7338  -0.6931  -0.8354  0.2428
H  -1.1424  0.2070  -2.2228  0.2346
H  1.9288  -0.9740  1.1522  0.2116
H  1.7833  -2.8404  1.3257  0.1880
H  0.5611  -1.7832  2.0191  0.1692

E_tot = -25764.3545 eV
energy above the lowest of the compared OMol25 structures with the same formula, charge and spin = 439.1 kJ/mol
gap between HOMO and LUMO = 9.41 eV

***

No. 3
# C18H26N2O2

C18H26N2O2 as an isolated structure (ωB97M-V/def2-TZVPD, OMol25).

Last column: natural (NBO) charge in e.
Atoms and positions in Å:
O  -0.1487  -2.0705  -2.2606  -0.6342
C  0.6740  -1.6613  -1.4664  0.6101
N  0.2372  -0.8521  -0.4366  -0.6127
H  0.7939  -0.5907  0.2205  0.3817
C  -1.2703  -0.6559  -0.4413  0.0010
C  -1.9677  -1.1945  1.0258  -0.4017
H  -1.4912  -2.1891  1.2908  0.1956
H  -1.7216  -0.4635  1.7230  0.1893
C  -3.4677  -1.3726  0.7971  -0.4041
H  -3.5878  -2.3330  1.4819  0.2081
C  -4.4005  -0.0926  1.4249  -0.3651
C  -4.1818  1.2166  0.7758  -0.3603
H  -4.9067  1.5602  1.0493  0.1711
C  -3.8445  1.2740  -0.6028  -0.4217
H  -4.6154  1.8348  -1.2186  0.2253
H  -4.0982  0.1696  -0.9490  0.1773
C  -2.4437  1.5302  -0.9935  -0.3947
H  -2.4658  2.7176  -0.7961  0.1837
H  -2.2525  1.6304  -2.1819  0.2288
C  -1.3257  1.1039  -0.1942  -0.4351
H  -0.4331  1.3862  -0.9098  0.2441
H  -1.3545  1.5281  0.8671  0.2249
H  -3.2153  1.6511  1.4425  0.1431
H  -4.3422  -0.2096  2.6710  0.2275
H  -5.3668  -0.4096  0.9087  0.1977
H  -3.5825  -1.6310  -0.1478  0.1871
H  -1.7903  -1.0527  -1.1804  0.2095
C  2.0679  -1.7790  -1.5150  -0.2528
N  2.7543  -1.3252  -0.3745  -0.4788
C  2.9890  0.0546  -0.3801  0.0875
C  2.4582  1.0291  -1.5078  -0.2214
C  2.5387  2.2679  -1.5094  -0.2351
C  3.2261  2.9243  -0.2790  -0.1712
C  3.7022  1.9575  0.6757  -0.2125
C  3.5859  0.6396  0.6307  0.1863
O  4.2137  0.1809  1.6942  -0.4812
C  4.4045  -1.3709  1.1807  -0.0364
C  3.1156  -1.9697  1.0084  -0.2429
H  2.2767  -1.8666  1.4881  0.2190
H  3.1698  -2.9184  0.6190  0.2311
H  5.2892  -1.5602  0.8021  0.2094
H  4.5013  -1.7929  2.5321  0.1768
H  4.1328  2.4675  1.5798  0.2206
H  3.2308  3.8163  -0.2060  0.1565
H  2.0586  2.9642  -2.2476  0.2227
H  2.0950  0.4181  -2.3146  0.2037
H  2.2338  -3.1311  -1.3304  0.1952
H  2.5254  -1.8300  -2.4459  0.2471

E_tot = -26147.3269 eV
energy above the lowest of the compared OMol25 structures with the same formula, charge and spin = 1723.8 kJ/mol
gap between HOMO and LUMO = 7.85 eV

***

No. 4
# C25H51NO9S4

A 5-piece molecular cluster, C25H51NO9S4 overall (ωB97M-V/def2-TZVPD, OMol25).

Last column: Löwdin charge in e.
Atoms and positions in Å:
C  8.1830  -23.2892  21.9338  -0.0096
C  7.7674  -22.2774  20.8027  -0.4084
C  7.0971  -22.9116  19.5316  -0.0281
C  6.7623  -21.2003  21.2247  -0.1568
C  6.6397  -19.9157  20.4335  -0.1768
C  8.0867  -19.4155  20.2044  -0.1537
C  9.0910  -20.3819  19.4939  -0.5067
C  8.8200  -20.3325  17.9843  -0.0322
C  10.4351  -19.6974  19.6436  -0.0626
N  9.0321  -21.6118  20.2895  -0.1286
O  9.9118  -22.5913  19.8760  -0.0123
H  8.0933  -22.9063  22.9504  0.0703
H  7.5573  -24.1760  21.8321  0.0759
H  9.2008  -23.6641  22.0414  0.0722
H  7.6940  -23.6498  18.9960  0.0769
H  6.0837  -23.3083  19.5932  0.0834
H  6.9621  -22.0488  18.8793  0.0572
H  5.7277  -21.5052  21.0670  0.1070
H  6.6735  -21.1162  22.3078  0.1160
H  6.3214  -20.0448  19.3991  0.0977
H  6.1523  -19.0757  20.9285  0.1199
H  8.4384  -19.0271  21.1602  0.1185
H  7.8204  -18.4852  19.7026  0.1135
H  9.0992  -19.3529  17.5965  0.0907
H  7.7452  -20.3920  17.8123  0.0611
H  9.1996  -21.1721  17.4020  0.0840
H  10.9169  -19.7979  20.6162  0.0808
H  10.4216  -18.6335  19.4068  0.0940
H  11.1764  -20.3681  19.2091  0.0815
H  9.5748  -22.7703  18.9951  0.0755
O  10.4442  -19.8608  27.3174  -0.3391
S  11.1427  -18.6291  27.0965  0.7001
O  10.4504  -17.3215  27.1924  -0.3549
C  12.7690  -18.7031  27.9216  -0.2136
C  13.8765  -18.3668  26.8103  -0.1345
C  13.3381  -19.1202  25.4668  -0.2191
C  11.9306  -18.7731  25.3947  -0.2574
H  12.7530  -19.7676  28.1554  0.0859
H  12.7979  -18.2394  28.9076  0.0979
H  13.9727  -17.2918  26.6576  0.1042
H  14.8061  -18.8478  27.1144  0.0976
H  13.4293  -20.1971  25.6081  0.1126
H  13.7998  -18.8914  24.5063  0.1148
H  11.2242  -19.4570  24.9242  0.1050
H  11.8429  -17.7321  25.0839  0.1000
O  13.3151  -25.2246  13.2307  -0.3780
S  13.9565  -26.5137  13.6543  0.7733
O  14.0523  -27.7249  12.7745  -0.3703
C  15.7442  -26.1683  14.2505  -0.2168
C  15.7586  -25.7676  15.6572  -0.2777
C  14.5609  -26.2713  16.3961  -0.1772
C  13.4570  -26.8334  15.3871  -0.1912
H  16.2042  -25.5690  13.4647  0.1065
H  16.1144  -27.1870  14.1354  0.0946
H  16.6782  -26.1771  16.0752  0.1173
H  15.8915  -24.6920  15.7733  0.1191
H  14.1779  -25.3339  16.7994  0.1062
H  14.9134  -26.8191  17.2701  0.1147
H  12.4445  -26.4481  15.5072  0.0959
H  13.4598  -27.9169  15.2677  0.0835
O  0.8305  -30.3526  14.6100  -0.3465
S  0.0784  -29.2916  15.3046  0.7329
O  -1.1535  -29.5996  16.0425  -0.3542
C  1.0597  -28.2622  16.5376  -0.2355
C  1.8173  -27.2655  15.8432  -0.2524
C  1.0836  -26.9422  14.4648  -0.1873
C  -0.0710  -27.9241  14.1137  -0.2141
H  1.6250  -28.9542  17.1618  0.1184
H  0.1939  -27.7060  16.8969  0.1075
H  1.9730  -26.3877  16.4704  0.1166
H  2.8045  -27.6207  15.5478  0.1117
H  1.8108  -26.8252  13.6612  0.1037
H  0.8112  -25.9052  14.6608  0.1001
H  -0.1928  -28.1953  13.0651  0.1041
H  -0.9624  -27.3373  14.3350  0.0950
O  9.1808  -13.6646  14.6477  -0.3642
S  8.4087  -13.9778  13.3975  0.7241
O  8.9112  -14.8771  12.3943  -0.3375
C  6.5653  -14.3868  13.7410  -0.1932
C  5.6571  -13.6365  12.8105  -0.2362
C  6.5737  -12.9982  11.7625  -0.2109
C  7.9358  -12.4728  12.4748  -0.1927
H  6.6911  -13.9578  14.7351  0.0808
H  6.4119  -15.4657  13.7609  0.1035
H  4.8845  -14.2276  12.3189  0.1149
H  5.0897  -12.8488  13.3063  0.1129
H  5.9384  -12.2466  11.2940  0.1021
H  6.8035  -13.6019  10.8845  0.1066
H  7.7649  -11.5771  13.0719  0.0950
H  8.6763  -12.1544  11.7411  0.0948

E_tot = -90001.8085 eV
energy above the lowest of the compared OMol25 structures with the same formula, charge and spin = 579.0 kJ/mol
SMILES = CC1(C)CCCC(C)(C)N1O.O=S1(=O)CCCC1.O=S1(=O)CCCC1.O=S1(=O)CCCC1.O=S1(=O)CCCC1
gap between HOMO and LUMO = 8.70 eV

***

No. 5
# C5H12NO3

A 2-piece molecular cluster, C5H12NO3 overall (ωB97M-V/def2-TZVPD, OMol25).

Last column: natural (NBO) charge in e.
Atoms and positions in Å:
C  -0.4720  -1.4455  1.4678  0.5381
N  0.0711  -0.1727  1.5764  -0.4705
C  1.4125  -0.0411  0.9933  -0.2261
C  1.5514  -0.2950  -0.4923  -0.6566
C  -0.8165  0.9590  1.1431  -0.2681
C  -1.4891  0.8271  -0.3012  -0.0719
O  -0.9079  1.7433  -1.1495  -0.9646
O  0.0121  -2.3442  0.8145  -0.6119
H  -1.3877  -1.5458  2.0746  0.0987
H  2.0980  -0.7176  1.5062  0.1830
H  1.8196  0.9477  1.2051  0.1918
H  2.5152  0.1162  -0.8729  0.1871
H  0.9857  0.4003  -1.0968  0.2642
H  1.6368  -1.3122  -0.8390  0.2213
H  -1.6195  0.9976  1.8888  0.1706
H  -0.1585  1.8102  0.9994  0.2246
H  -2.5285  1.1832  -0.1861  0.1216
H  -1.3333  -0.2571  -0.4772  0.1070
H  -0.8544  -0.9446  -2.9833  0.4502
H  -0.3984  0.4009  -2.3213  0.5147
O  -0.1366  -0.3097  -2.9495  -1.0032

E_tot = -13011.5929 eV
net charge = -1
energy above the lowest of the compared OMol25 structures with the same formula, charge and spin = 318.6 kJ/mol
gap between HOMO and LUMO = 7.01 eV

***

No. 6
# C6H10O

One molecule with the formula C6H10O (ωB97M-V/def2-TZVPD, OMol25).

Last column: natural (NBO) charge in e.
Atoms and positions in Å:
C  -2.0088  -0.2597  0.1433  -0.6145
C  -1.0040  0.6695  -0.5257  -0.2932
C  -0.0491  1.4351  0.3981  -0.5575
C  0.3432  0.2633  -0.9899  -0.0727
C  0.8936  -0.9902  -0.3405  -0.6166
C  2.3496  -0.9034  0.0559  0.4559
O  2.9485  0.1308  0.2281  -0.5233
H  -2.8525  0.3129  0.5439  0.2175
H  -1.5760  -0.8270  0.9733  0.2009
H  -2.4096  -0.9760  -0.5831  0.2147
H  -1.5101  1.3402  -1.2256  0.2082
H  -0.1386  2.5187  0.3293  0.2519
H  -0.0092  1.0483  1.4170  0.2246
H  0.9993  1.2910  -0.1052  0.3283
H  0.7993  -1.7709  -1.1098  0.2601
H  0.3769  -1.4028  0.5484  0.2073
H  2.8474  -1.8796  0.2424  0.1085

E_tot = -8427.5302 eV
energy above the lowest of the compared OMol25 structures with the same formula, charge and spin = 358.0 kJ/mol
gap between HOMO and LUMO = 9.00 eV

***

Question: Which of these has the lowest E_tot?
Answer: C25H51NO9S4